Record 1
{"formula": "C27H20Br4NO7SZr", "method": "wB97M-V/def2-TZVPD", "species": ["Zr", "Br", "C", "C", "Br", "C", "Br", "C", "O", "C", "O", "C", "Br", "C", "O", "C", "C", "C", "C", "C", "C", "N", "C", "C", "C", "C", "C", "C", "C", "O", "H", "H", "H", "H", "H", "H", "H", "H", "H", "H", "H", "H", "H", "C", "C", "C", "C", "C", "C", "C", "S", "O", "O", "O", "H", "H", "H", "H", "H", "H", "H"], "positions_angstrom": [[0.4418, -1.2964, -0.4960], [6.8059, -0.8206, -0.2969], [5.0180, -1.1543, 0.1717], [4.5428, -0.7813, 1.4471], [5.6585, 0.1222, 2.6577], [3.2387, -1.0607, 1.8012], [2.4772, -0.4843, 3.4253], [2.4043, -1.7477, 0.9069], [1.0941, -2.0176, 1.1973], [2.8336, -2.0081, -0.4122], [1.8846, -2.4191, -1.2941], [4.1676, -1.7347, -0.7472], [4.6828, -2.1592, -2.4981], [-4.9546, -2.2445, 0.3958], [-3.6436, -2.6894, 0.7725], [-2.7473, -2.9105, -0.1966], [-2.9292, -2.5839, -1.5319], [-1.9005, -2.7906, -2.4371], [-0.7196, -3.4162, -2.0568], [-0.5448, -3.7915, -0.7240], [-1.5203, -3.4553, 0.2104], [-1.2833, -3.6056, 1.6089], [-1.3286, -2.6872, 2.5447], [-1.5002, -1.2719, 2.5652], [-1.5974, -0.7588, 3.8852], [-1.7057, 0.5771, 4.1371], [-1.7010, 1.4625, 3.0495], [-1.5948, 1.0087, 1.7549], [-1.4821, -0.3521, 1.4804], [-1.3442, -0.7439, 0.2211], [-5.5601, -2.3115, 1.2914], [-5.3720, -2.8874, -0.3779], [-4.9176, -1.2107, 0.0501], [-3.8412, -2.1077, -1.8554], [-2.0336, -2.4901, -3.4677], [0.0335, -3.6659, -2.7870], [0.3315, -4.3447, -0.4216], [-0.9885, -4.5214, 1.9211], [-1.1839, -3.1236, 3.5270], [-1.5865, -1.4614, 4.7117], [-1.7832, 0.9448, 5.1507], [-1.7685, 2.5282, 3.2323], [-1.5748, 1.6881, 0.9130], [0.7416, 6.8597, -2.2489], [0.8048, 5.3675, -2.0458], [0.8348, 4.5078, -3.1449], [0.9551, 3.1429, -2.9833], [1.0265, 2.6355, -1.6886], [0.9897, 3.4577, -0.5692], [0.8769, 4.8250, -0.7651], [1.3322, 0.9467, -1.4889], [2.6194, 0.6293, -2.0103], [1.1658, 0.6344, -0.0170], [0.2360, 0.1056, -2.0904], [0.1632, 7.1168, -3.1360], [1.7478, 7.2621, -2.3855], [0.3006, 7.3613, -1.3884], [0.7753, 4.9207, -4.1445], [1.0028, 2.4833, -3.8414], [1.0643, 3.0365, 0.4247], [0.8555, 5.4855, 0.0939]], "forces_ev_per_a": [[-0.82, -1.06, -0.54], [-0.05, -0.01, 0.00], [0.11, 0.06, 0.13], [0.06, 0.02, -0.03], [0.03, -0.02, -0.03], [-0.17, -0.16, -0.04], [-0.02, -0.15, -0.11], [0.25, -0.06, 0.10], [0.61, -0.04, 1.02], [-0.07, -0.05, 0.34], [1.04, -0.81, -0.15], [-0.22, -0.05, -0.38], [0.01, -0.01, 0.04], [0.19, 0.07, -0.02], [-0.10, -0.05, -0.01], [-0.20, 0.02, 0.13], [0.03, 0.03, -0.14], [-0.12, -0.03, -0.11], [-0.09, -0.18, 0.00], [-0.36, -0.18, 0.17], [-0.08, -0.04, 0.02], [0.00, -0.01, -0.19], [0.01, 0.17, 0.02], [0.01, -0.42, 0.15], [-0.01, -0.10, 0.12], [-0.01, 0.14, -0.07], [-0.01, 0.05, 0.09], [-0.04, 0.19, 0.02], [-0.32, -0.40, -0.26], [-0.89, 0.22, 1.01], [0.00, 0.00, 0.06], [-0.02, -0.04, -0.01], [0.00, 0.00, -0.02], [-0.02, 0.00, -0.02], [0.00, 0.01, 0.00], [0.12, 0.05, -0.02], [0.17, 0.14, 0.08], [-0.08, -0.03, -0.03], [0.03, 0.04, 0.02], [0.01, 0.05, -0.04], [0.01, 0.00, -0.04], [-0.02, -0.02, -0.02], [0.00, 0.03, 0.03], [-0.01, -0.11, 0.03], [0.01, 0.14, 0.01], [-0.02, 0.06, -0.08], [0.00, -0.04, 0.13], [-0.20, 0.19, 0.02], [-0.06, 0.01, -0.18], [0.00, 0.06, 0.03], [0.51, 1.17, -0.36], [0.02, 0.07, -0.03], [0.46, 0.49, -0.21], [0.32, 0.62, -0.71], [0.00, -0.03, 0.02], [-0.01, -0.02, 0.00], [0.00, -0.02, -0.01], [0.00, 0.00, 0.01], [0.00, 0.02, 0.04], [0.00, 0.01, -0.03], [0.00, -0.02, -0.03]], "relative_energy_ev": 1.0444, "homo_ev": -10.753, "total_charge": 1}


Record 2
{"formula": "C27H20F3N2O7S5Y", "method": "wB97M-V/def2-TZVPD", "species": ["Y", "S", "C", "C", "C", "C", "C", "C", "S", "C", "C", "C", "C", "C", "C", "C", "S", "C", "C", "C", "C", "C", "C", "S", "N", "H", "H", "H", "H", "H", "H", "H", "H", "H", "H", "H", "H", "H", "H", "H", "O", "C", "O", "C", "C", "C", "C", "C", "N", "C", "O", "O", "H", "H", "H", "H", "H", "F", "C", "F", "F", "S", "O", "O", "O"], "positions_angstrom": [[-0.7888, -0.6415, 0.6773], [-3.2894, -0.9472, 1.5845], [-4.0309, 0.6352, 1.4350], [-5.4009, 0.7630, 1.1819], [-6.0162, 1.9996, 1.1431], [-5.2848, 3.1597, 1.3719], [-3.9287, 3.0599, 1.6303], [-3.3077, 1.8153, 1.6372], [-1.5460, 1.7596, 1.9356], [-1.0171, 2.8550, 0.5745], [0.2766, 2.4897, -0.1004], [0.8636, 3.4745, -0.8881], [2.0135, 3.1802, -1.5888], [2.5878, 1.9320, -1.4242], [1.9763, 1.0129, -0.5945], [2.6700, -0.2964, -0.3071], [2.9981, -1.3257, -1.7584], [0.0973, -0.1634, -2.7870], [0.9568, 0.0159, -3.8633], [0.7306, 1.0553, -4.7542], [-0.3566, 1.8962, -4.5825], [-1.2227, 1.6824, -3.5265], [-1.0252, 0.6466, -2.6098], [-2.2045, 0.3654, -1.3443], [0.8036, 1.2654, 0.0204], [-5.9696, -0.1419, 1.0122], [-7.0778, 2.0615, 0.9389], [-5.7656, 4.1287, 1.3602], [-3.3495, 3.9528, 1.8323], [-0.9462, 3.8750, 0.9510], [-1.8148, 2.8044, -0.1685], [0.3980, 4.4482, -0.9542], [2.4687, 3.9166, -2.2379], [3.5059, 1.6647, -1.9301], [2.1541, -0.8682, 0.4576], [3.6581, -0.0872, 0.1048], [1.7980, -0.6306, -4.0261], [1.4097, 1.1910, -5.5855], [-0.5386, 2.7056, -5.2778], [-2.0940, 2.3112, -3.3931], [0.5135, -3.4740, 3.7367], [0.0027, -3.0867, 2.5928], [-0.9615, -2.3633, 2.4611], [0.7167, -3.5875, 1.3851], [1.3904, -4.7866, 1.3541], [1.9593, -5.1752, 0.1478], [1.8855, -4.3225, -0.9311], [1.2284, -3.1015, -0.7879], [0.6122, -2.7580, 0.3372], [1.3219, -2.0866, -1.9177], [1.3423, -2.7341, -3.1473], [0.2687, -1.1698, -1.7889], [0.2505, -2.8146, 4.4180], [1.4542, -5.3894, 2.2481], [2.4727, -6.1230, 0.0585], [2.3553, -4.5631, -1.8732], [0.4554, -3.0779, -3.3278], [3.7030, -0.2168, 4.8128], [3.1367, -0.4770, 3.6387], [3.7782, 0.2266, 2.6949], [3.3101, -1.7804, 3.3666], [1.3466, -0.0672, 3.6374], [0.7898, -0.8901, 4.6837], [1.2519, 1.3513, 3.7808], [1.0239, -0.5541, 2.2731]], "forces_ev_per_a": [[0.01, -0.04, 0.40], [0.00, 0.10, 0.03], [0.08, 0.03, 0.02], [0.04, -0.08, 0.00], [-0.01, 0.05, 0.00], [0.00, -0.03, 0.00], [-0.05, -0.05, -0.01], [0.02, 0.14, 0.03], [0.00, 0.08, -0.16], [-0.11, -0.04, 0.11], [0.03, 0.15, 0.00], [0.01, -0.08, 0.03], [0.02, -0.02, -0.01], [0.05, 0.08, -0.01], [-0.10, 0.01, 0.17], [0.02, 0.01, -0.10], [-0.06, -0.03, -0.01], [0.04, -0.02, -0.04], [-0.04, -0.01, 0.08], [0.02, -0.02, -0.01], [-0.01, 0.01, 0.01], [0.00, 0.03, -0.04], [-0.09, -0.04, 0.12], [-0.02, -0.16, -0.11], [-0.01, 0.04, -0.11], [-0.02, 0.02, 0.00], [0.00, 0.00, 0.00], [-0.01, 0.00, 0.00], [0.01, 0.00, 0.00], [0.05, 0.00, -0.03], [-0.01, 0.01, -0.01], [0.00, 0.00, -0.01], [0.01, 0.00, 0.00], [0.00, 0.00, 0.00], [-0.01, 0.01, 0.00], [0.01, 0.02, -0.02], [0.04, -0.04, 0.00], [0.00, 0.00, 0.00], [0.00, 0.00, 0.00], [0.00, -0.01, 0.01], [-0.05, 0.12, 0.03], [-0.03, -0.11, -0.07], [0.08, 0.00, 0.06], [0.01, -0.14, 0.08], [-0.02, 0.07, 0.04], [0.02, -0.03, -0.04], [0.06, 0.01, -0.03], [-0.10, 0.03, 0.11], [0.05, -0.09, -0.32], [0.06, -0.05, -0.01], [-0.01, 0.03, -0.04], [0.13, 0.06, -0.10], [0.02, -0.03, -0.03], [0.00, -0.01, -0.01], [0.00, 0.00, 0.02], [-0.01, 0.01, 0.00], [0.01, 0.02, 0.01], [-0.05, 0.02, -0.02], [0.12, 0.00, 0.09], [-0.01, -0.01, 0.01], [0.00, 0.05, 0.00], [-0.02, -0.01, -0.22], [-0.03, -0.08, -0.03], [0.10, -0.01, 0.03], [-0.27, 0.04, 0.15]], "homo_ev": -7.159}


Record 3
{"formula": "C27H20F9N7O3PRu", "method": "wB97M-V/def2-TZVPD", "species": ["Ru", "O", "C", "C", "C", "C", "C", "C", "C", "N", "C", "C", "N", "H", "H", "H", "H", "H", "H", "H", "O", "N", "N", "O", "C", "C", "C", "C", "C", "C", "H", "H", "H", "H", "H", "N", "C", "C", "C", "C", "C", "N", "C", "H", "H", "H", "H", "F", "P", "F", "F", "F", "F", "F", "F", "C", "F", "F", "C", "C", "C", "N", "C", "C", "H", "H", "H", "H"], "positions_angstrom": [[0.4765, 0.1400, 0.4290], [-0.2752, -1.1670, 2.1361], [-0.0661, -1.2058, 3.3669], [-1.0939, -1.7179, 4.2514], [-0.8823, -1.7897, 5.5845], [0.3623, -1.3585, 6.1238], [1.3627, -0.8590, 5.3153], [1.1963, -0.7535, 3.9380], [2.2425, -0.2383, 3.0859], [2.2140, 0.0482, 1.7772], [3.4474, 0.5482, 1.4454], [4.2326, 0.5702, 2.5588], [3.4673, 0.0782, 3.5687], [-2.0226, -2.0242, 3.7905], [-1.6483, -2.1654, 6.2475], [0.5289, -1.4199, 7.1899], [2.2794, -0.5393, 5.7913], [3.6947, 0.8691, 0.4541], [5.2485, 0.8883, 2.7035], [3.7707, -0.0302, 4.5229], [-0.0119, 1.6547, 1.5191], [-0.4539, 2.7554, 0.9144], [-0.6683, 2.5446, -0.2908], [-0.5200, 1.3683, -0.8237], [-1.0626, 3.6321, -1.1884], [-1.3706, 4.8719, -0.6593], [-1.7051, 5.8822, -1.5429], [-1.7217, 5.6444, -2.9129], [-1.3946, 4.3925, -3.4086], [-1.0577, 3.3623, -2.5409], [-1.3417, 5.0479, 0.4062], [-1.9451, 6.8633, -1.1585], [-1.9780, 6.4431, -3.5949], [-1.3822, 4.2133, -4.4742], [-0.7555, 2.3930, -2.9066], [0.6379, -2.3351, -5.4132], [0.9283, -2.3619, -4.3053], [1.2820, -2.4262, -2.9085], [2.0741, -3.4516, -2.4088], [2.3613, -3.4782, -1.0549], [1.8520, -2.4839, -0.2464], [1.0920, -1.4941, -0.7358], [0.8195, -1.4518, -2.0436], [2.4549, -4.2127, -3.0758], [2.9746, -4.2575, -0.6280], [2.0461, -2.4511, 0.8173], [0.2294, -0.6145, -2.3932], [1.9773, 2.0605, -0.5216], [2.8249, 1.9065, -1.9783], [4.1683, 2.2624, -1.1564], [3.0373, 0.3304, -1.5642], [2.5382, 3.4420, -2.2605], [1.4338, 1.4876, -2.6808], [3.6364, 1.7037, -3.3252], [-6.0459, -2.5524, -2.1536], [-5.0471, -3.2984, -1.6822], [-4.6210, -4.0917, -2.6720], [-5.5405, -4.0892, -0.7207], [-3.9108, -2.4563, -1.1475], [-2.8741, -3.0795, -0.4658], [-1.8395, -2.3014, 0.0015], [-1.7686, -0.9726, -0.1751], [-2.7725, -0.3933, -0.8329], [-3.8648, -1.0923, -1.3295], [-2.8753, -4.1469, -0.2944], [-1.0268, -2.7534, 0.5521], [-2.6952, 0.6769, -0.9676], [-4.6527, -0.5660, -1.8474]], "forces_ev_per_a": [[-0.10, 0.25, 0.77], [-0.13, -0.20, 0.04], [0.10, 0.07, 0.12], [0.15, 0.05, -0.23], [0.25, 0.10, 0.17], [-0.22, -0.11, -0.01], [0.04, 0.04, -0.02], [-0.13, -0.08, 0.00], [-0.12, 0.11, 0.04], [0.20, -0.30, -0.11], [-0.15, -0.09, 0.04], [0.02, -0.02, 0.05], [0.12, 0.00, 0.11], [0.00, -0.01, -0.02], [-0.01, -0.01, 0.02], [-0.02, 0.00, 0.02], [0.00, 0.02, 0.01], [0.02, 0.01, -0.09], [0.03, 0.02, -0.01], [-0.02, -0.01, -0.09], [-0.29, 0.61, 0.24], [0.32, -0.57, 0.32], [-0.28, 0.87, -0.56], [-0.08, -0.34, -0.54], [0.14, -0.47, 0.36], [-0.07, 0.13, 0.05], [-0.01, 0.03, 0.00], [0.02, -0.02, 0.04], [0.00, -0.05, 0.04], [0.00, 0.06, -0.21], [0.00, -0.02, -0.01], [-0.02, 0.01, 0.00], [0.00, 0.02, 0.00], [-0.01, -0.01, -0.01], [-0.02, 0.06, 0.00], [-0.08, 0.02, -0.20], [0.15, -0.04, 0.39], [-0.08, 0.03, -0.28], [0.05, -0.09, -0.01], [0.00, -0.01, 0.04], [-0.08, 0.08, -0.08], [0.16, 0.20, -0.20], [-0.07, 0.05, 0.13], [0.01, -0.01, 0.00], [0.01, -0.01, -0.01], [0.01, -0.02, -0.02], [0.05, -0.03, -0.02], [0.06, -0.11, -0.04], [0.45, 0.25, 0.21], [-0.13, -0.03, -0.07], [0.01, -0.14, -0.08], [-0.03, 0.01, -0.06], [-0.06, -0.11, -0.20], [-0.15, -0.03, 0.10], [-0.05, 0.10, -0.03], [0.02, 0.05, 0.04], [0.07, -0.04, -0.08], [-0.02, -0.05, 0.10], [0.02, -0.13, 0.01], [-0.08, -0.01, -0.01], [0.13, 0.16, 0.07], [-0.14, -0.42, -0.21], [0.13, 0.11, 0.13], [-0.04, 0.13, -0.03], [-0.01, -0.01, -0.01], [0.02, -0.01, 0.00], [-0.05, -0.04, -0.05], [-0.02, 0.00, -0.01]], "relative_energy_ev": 0.3711, "homo_ev": [-11.816, -11.940], "spin_multiplicity": 5, "total_charge": 1}


M values (in g mol⁻¹) by entry order: 913.36 790.70 793.53.